138
Properties=species:S:1:pos:R:3:forces:R:3:lowdin_charge:R:1 method="wB97M-V/def2-TZVPD" gap_ev=3.8006 total_charge=-2 e_tot_ha=-4022.3203 homo_energy_ev=-1.30
C 6.249581 1.902221 0.351073 0.3097 -0.0768 -0.3672 -0.151
N 6.094232 0.977980 -0.777419 -0.0193 0.2759 0.6196 -0.142
C 7.188985 0.002269 -0.819268 0.2900 0.1029 0.0076 -0.249
P 6.623037 -1.771810 -1.313881 -1.7867 1.6682 -0.6874 0.674
C 7.564560 -1.596840 -2.976469 0.1613 -0.4875 -0.4507 -0.249
C 6.947968 -0.582451 -3.919455 0.6359 -0.2337 -0.1367 -0.225
F 7.939256 -0.272705 -4.921152 -0.1586 0.1331 -0.0144 -0.143
N 8.057613 -2.561376 -0.358445 1.5583 -1.6031 0.0829 -0.008
C 7.594736 -3.326880 0.739225 -0.1457 0.7297 2.0190 -0.510
O 7.923135 -3.128480 1.881228 -0.1825 -0.2825 -1.1849 0.124
F 6.782037 -4.395416 0.518263 0.4174 0.6217 -0.5247 0.100
C 8.822579 -3.420254 -1.148368 -0.2766 -0.5217 -0.3272 -0.559
O 8.535668 -4.488472 -1.611215 0.4197 0.5736 0.2756 0.122
F 10.092082 -2.951907 -1.390676 -0.5039 0.2584 0.0512 0.059
O 5.832078 -1.725198 0.215709 -0.5024 -0.7006 -1.6051 -0.260
C 4.447284 -1.960796 0.056729 -0.7735 -0.6460 1.3192 -0.185
C 3.770540 -1.398072 1.370002 -0.5178 1.2329 1.2704 -0.669
O 2.594801 -1.680608 1.703648 -0.0938 -0.9231 -0.9985 -0.080
O 4.491018 -0.662198 2.077014 0.7191 0.2532 -0.3759 -0.058
C 3.938097 -1.582553 -1.399722 2.6536 -0.3823 -0.5362 -0.325
C 3.138119 -0.303031 -1.690947 -1.6444 -0.2857 -0.3420 -0.045
C 2.022321 0.113010 -0.751034 0.9091 0.3811 0.1882 -0.205
C 2.335378 1.051957 0.212858 1.0906 0.4164 0.0697 -0.038
C 1.422534 1.504191 1.130672 0.1680 0.1250 -0.0158 -0.044
C 0.145332 1.004594 1.086895 -1.7835 0.8044 1.2656 -0.296
C -0.909171 1.433660 2.115135 0.9393 -0.7490 -0.4127 -0.053
C -0.235297 0.103552 0.124323 0.5886 -0.2254 -0.3985 -0.065
C 0.722981 -0.316709 -0.774479 -0.8275 -1.0882 -1.1004 -0.066
C 3.539176 -2.894214 -2.153972 -1.4312 0.7879 0.1467 -0.071
C 2.126167 -3.460101 -1.877716 0.2674 -1.9319 -1.0070 -0.615
N 1.179123 -2.960042 -2.920157 -0.3871 0.4203 0.6539 0.063
N 2.251178 -4.952027 -2.084150 0.3326 0.4363 0.4695 0.036
N 1.644098 -3.274761 -0.540892 -0.6623 0.1995 -0.4214 0.122
O 5.181993 -1.290129 -2.116685 0.1200 0.2313 0.3897 -0.316
H 6.198070 1.366120 1.303288 -0.1460 -0.0979 -0.2123 0.073
H 7.238509 2.401724 0.268796 -0.2661 0.1950 0.3498 0.064
H 5.442487 2.647240 0.322545 0.1979 -0.0402 0.0590 0.061
H 6.090850 1.563737 -1.604403 0.0070 -0.3507 -0.2118 0.082
H 7.567977 -0.094105 0.202739 -0.0035 -0.0709 -0.1790 0.076
H 8.025732 0.384303 -1.436271 -0.0768 -0.1728 0.0704 0.082
H 6.260245 -3.119824 -1.623540 0.2089 -0.0542 0.3394 0.069
H 7.598698 -2.549458 -3.530571 0.0037 0.0829 0.2483 0.084
H 8.606892 -1.281728 -2.824006 -0.1874 -0.0296 0.1367 0.075
H 6.108766 -0.982945 -4.486885 -0.0803 0.1167 0.2819 0.104
H 6.699653 0.374782 -3.460369 -0.0828 -0.1476 0.0336 0.092
H 4.290145 -3.051965 0.129215 -0.0699 0.1779 0.0083 0.130
H 2.689429 -0.420997 -2.692019 0.1491 -0.1636 0.1325 0.117
H 3.815441 0.544655 -1.785058 0.2917 -0.3799 0.3181 0.102
H 3.359765 1.414675 0.260508 -0.0711 -0.1033 0.0316 0.105
H 1.727477 2.230638 1.877559 -0.1140 -0.0894 0.0369 0.111
H -1.889426 1.408589 1.631058 -0.0175 0.3279 0.2648 0.050
H -0.639222 2.404827 2.536103 -0.3799 -0.0509 0.0441 0.064
H -0.881921 0.663004 2.897316 -0.2175 0.3378 0.1318 0.079
H -1.239254 -0.305757 0.065443 -0.0207 0.1583 0.1072 0.101
H 0.419370 -1.027965 -1.539090 0.1286 0.0984 -0.0117 0.080
H 3.586866 -2.658848 -3.225621 0.0098 -0.0273 0.1437 0.116
H 4.256478 -3.690784 -1.958926 0.1376 0.3477 0.2547 0.100
H 1.189148 -3.655009 -3.657820 0.2050 0.1915 -0.1443 0.053
H 0.230539 -3.027943 -2.551834 0.0699 0.0959 0.0522 0.050
H 1.312498 -5.333882 -2.026994 0.0595 -0.1534 -0.2821 0.052
H 2.678964 -5.138865 -2.985990 -0.1467 -0.1597 -0.0116 0.054
H 1.819772 -4.089394 0.030858 0.4340 0.1932 0.0859 0.087
H 0.645650 -3.107534 -0.510563 0.0993 0.2723 0.0824 0.065
C -5.126695 4.753980 -2.900358 -0.0030 0.1698 0.2384 -0.065
C -5.105815 3.251901 -2.707144 -0.1411 0.1744 -0.4047 -0.205
O -4.445740 2.888591 -1.488910 -0.0680 -0.1363 -0.0600 0.057
C -5.154280 3.054111 -0.377803 0.3449 0.1279 -0.0042 -0.591
O -6.289406 3.466343 -0.313569 0.1833 0.0092 0.0320 0.085
O -4.390734 2.709400 0.652390 -0.1367 -0.0570 0.0183 0.024
C -4.991365 2.925261 1.928567 0.0141 -0.0226 0.3999 -0.026
H -4.116813 5.160629 -2.833466 0.0256 -0.0704 -0.1192 0.084
H -5.548586 5.008816 -3.873251 0.0311 -0.0448 -0.0162 0.078
H -5.722999 5.242368 -2.129494 -0.0724 -0.0664 -0.0321 0.071
H -4.535180 2.786082 -3.508449 0.1517 -0.1055 0.1886 0.126
H -6.111352 2.828632 -2.734934 -0.0066 0.0373 0.1688 0.118
H -5.967528 2.447322 1.992565 -0.0389 0.0981 -0.0967 0.087
H -5.075330 3.994556 2.122423 -0.1336 -0.0144 -0.0511 0.093
H -4.340951 2.485632 2.680087 0.1949 -0.0318 -0.2147 0.097
C -9.185495 2.991517 -0.915858 -0.3626 -0.0374 -0.1852 -0.062
C -8.608652 1.744310 -0.278834 0.1425 0.4380 -0.1833 -0.202
O -9.654323 0.937000 0.299847 0.0624 -0.2163 0.0203 0.046
C -10.370078 0.221638 -0.557899 0.0057 0.2248 0.1964 -0.611
O -10.221109 0.175443 -1.752104 0.0219 -0.1326 -0.1353 0.112
O -11.311103 -0.433409 0.130342 -0.0317 -0.0842 -0.0209 0.005
C -12.215071 -1.178061 -0.686227 -0.1731 -0.1845 -0.0497 -0.040
H -9.799008 3.537878 -0.196684 0.1162 0.0172 0.0717 0.084
H -8.389836 3.640887 -1.269028 0.0448 -0.0188 0.0816 0.059
H -9.827224 2.739548 -1.761433 0.0524 -0.0774 0.0003 0.074
H -7.948135 2.018728 0.536271 -0.1757 -0.1303 0.1635 0.101
H -8.022254 1.161158 -0.989180 -0.1774 -0.1054 -0.0308 0.127
H -11.681726 -1.850026 -1.356612 0.0179 0.0986 -0.0583 0.087
H -12.850513 -0.499896 -1.255665 0.0863 -0.0235 -0.0993 0.098
H -12.838165 -1.768910 -0.019667 0.0974 0.0971 0.1477 0.092
C -12.110457 -6.748558 -6.120206 0.2718 0.0556 -0.0297 -0.068
C -12.961395 -5.755156 -5.356810 -0.1849 -0.3025 -0.2951 -0.219
O -12.188571 -5.035982 -4.388598 -0.1386 0.0539 0.0809 0.033
C -11.423271 -4.057824 -4.880779 0.1359 -0.0861 0.1309 -0.613
O -11.346947 -3.733575 -6.036523 -0.0678 0.0338 -0.0774 0.123
O -10.748892 -3.516043 -3.869650 -0.0622 0.0409 0.0112 0.004
C -9.812872 -2.504668 -4.260538 0.2999 0.2742 0.0624 -0.030
H -11.584145 -7.409936 -5.430359 -0.1222 -0.0544 0.0268 0.082
H -12.729285 -7.350579 -6.786539 -0.0298 0.0014 0.0403 0.078
H -11.355511 -6.240699 -6.719404 -0.0871 0.0552 -0.0378 0.075
H -13.730120 -6.284573 -4.795391 0.0937 0.1106 0.2092 0.120
H -13.468145 -5.061280 -6.028374 0.1580 0.0954 0.0040 0.122
H -10.291469 -1.736670 -4.863902 -0.0298 -0.0994 -0.0708 0.099
H -8.982846 -2.954405 -4.804168 -0.0943 0.0020 -0.1124 0.100
H -9.430923 -2.045029 -3.353201 -0.1632 -0.1229 0.1065 0.084
C 0.384348 4.471038 6.943301 -0.0231 0.2062 -0.2250 -0.061
C -0.976187 4.173273 7.536451 0.4466 -0.3249 0.0905 -0.209
O -1.908987 5.238351 7.281506 -0.1671 0.0146 0.1094 0.034
C -2.408808 5.267064 6.048317 0.1867 0.0554 0.1057 -0.613
O -2.164748 4.492819 5.164235 -0.1016 -0.0718 -0.0768 0.130
O -3.226502 6.323584 5.951622 -0.0843 0.0058 0.0277 0.001
C -3.749799 6.510634 4.638129 -0.1736 0.1647 -0.2531 -0.046
H 0.749623 5.438613 7.292460 0.0151 -0.0608 0.1296 0.080
H 1.101020 3.699185 7.222787 -0.0295 -0.0058 0.0171 0.085
H 0.338790 4.516403 5.855953 -0.0256 -0.1287 0.0109 0.078
H -0.897287 4.096446 8.620005 -0.1924 0.1990 0.0145 0.119
H -1.373950 3.226559 7.170827 -0.0673 0.1090 -0.1548 0.125
H -4.219654 5.600844 4.268964 0.1323 -0.0393 -0.0162 0.084
H -2.957035 6.828645 3.961754 0.0024 -0.1557 -0.0501 0.101
H -4.499729 7.296418 4.689120 0.0600 0.0199 0.2437 0.090
C 10.793501 -1.965494 3.068527 0.4272 0.0642 -0.0063 -0.064
C 9.842158 -1.046970 3.799565 -0.2651 -0.4230 -0.4624 -0.183
O 10.529515 -0.268734 4.810812 -0.0164 0.1440 0.1536 0.037
C 11.234660 0.759607 4.370998 -0.1714 -0.4156 -0.0074 -0.615
O 11.354689 1.121069 3.231563 0.1143 0.1982 -0.0180 0.127
O 11.826164 1.341438 5.433255 0.0435 0.1236 0.0774 -0.011
C 12.692179 2.415063 5.087183 0.1082 0.1598 0.0596 -0.066
H 11.345470 -2.591472 3.775144 -0.1221 -0.0457 0.0459 0.076
H 10.242755 -2.604406 2.381210 -0.1198 0.0572 0.0471 0.061
H 11.530847 -1.399970 2.497069 -0.0913 0.0598 -0.0430 0.073
H 9.095846 -1.635031 4.328015 0.0500 0.1432 0.1869 0.125
H 9.308826 -0.392191 3.112380 0.1247 0.1066 0.0360 0.131
H 12.182368 3.149819 4.466042 0.0292 -0.0882 -0.1030 0.093
H 13.576165 2.034934 4.574071 -0.0564 0.0628 -0.1242 0.094
H 13.001259 2.892316 6.015115 -0.0902 -0.1428 0.0875 0.085